Entry 1:
This record from OMol25 describes the molecule C4H5NO2. The level of theory is ωB97M-V/def2-TZVPD.

Last column: Mulliken charge in e.
Element x y z (Å)
C 1.28 -0.59 -1.06  -0.59
C 0.89 -0.22 0.20  -0.20
C 0.09 0.94 0.58  -0.50
C -1.54 0.39 0.53  0.57
O -2.28 1.18 1.13  -0.55
N -1.49 -0.83 0.18  0.08
O -0.97 -1.37 -0.78  -0.29
H 1.80 -1.43 -1.17  0.35
H 1.05 0.08 -1.90  0.22
H 0.87 -1.03 0.90  0.34
H 0.07 1.70 -0.19  0.26
H 0.25 1.17 1.57  0.33

Its HOMO energy (spin up / spin down) is -9.132 / -9.133 eV. The total charge is 0. As for the structure (SMILES): C=CCC(=O)N=O. For the gap between HOMO and LUMO (spin up / spin down), the calculation gives 0.284 / 0.284 hartree. The lowest unoccupied orbital energy (spin up / spin down) is -1.397 / -1.397 eV.

Entry 2:
This record from OMol25 describes C17H18N4O2PdS as an isolated structure. The level of theory is ωB97M-V/def2-TZVPD.

Last column: Mulliken charge in e.
Element x y z (Å)
N 2.27 -2.77 0.34  -0.31
C 2.49 -3.90 0.26  0.34
C 2.81 -5.31 0.17  -0.93
H 3.39 -5.60 1.05  0.33
H 3.40 -5.50 -0.73  0.32
H 1.88 -5.89 0.13  0.33
N -1.49 0.96 -2.74  -0.20
C -1.73 1.42 -3.77  0.37
C -2.14 1.96 -5.06  -0.88
H -1.41 1.68 -5.82  0.34
H -2.18 3.06 -5.00  0.34
H -3.12 1.57 -5.33  0.35
N 1.06 2.12 2.70  -0.31
C 0.82 2.85 3.56  0.34
C 0.57 3.77 4.65  -0.93
H -0.49 4.03 4.66  0.33
H 1.17 4.67 4.51  0.32
H 0.84 3.29 5.59  0.32
Pd 0.45 0.33 -0.46  1.24
C -0.95 1.54 0.29  0.10
O -1.80 2.10 0.80  -0.04
C -0.21 -1.42 -1.15  0.11
O -0.67 -2.44 -1.40  -0.05
C 2.33 -0.16 -1.73  -1.32
C 2.83 0.13 -0.46  0.04
C 2.52 1.35 0.14  0.05
C 1.72 2.27 -0.55  -1.32
C 1.39 2.05 -1.89  -0.05
C 1.70 0.84 -2.48  -0.04
H 2.43 -1.17 -2.14  0.73
H 3.37 -0.63 0.12  0.71
H 2.83 1.54 1.17  0.71
H 1.36 3.16 -0.03  0.73
H 0.81 2.81 -2.41  0.51
H 1.37 0.59 -3.50  0.50
S 1.02 -1.61 3.85  0.14
C -0.64 -1.80 3.38  -0.25
C -0.86 -1.25 2.13  -0.56
N 0.27 -0.71 1.59  0.86
C 1.33 -0.82 2.37  -0.43
H -1.39 -2.28 3.98  0.51
H -1.83 -1.25 1.63  0.43
H 2.32 -0.45 2.12  0.22

Its HOMO energy (spin up / spin down) is -22.594 / -22.930 eV. The total charge is +4. As for the spin multiplicity: 5. For the gap between HOMO and LUMO (spin up / spin down), the calculation gives 0.335 / 0.170 hartree. The lowest unoccupied orbital energy (spin up / spin down) is -13.490 / -18.311 eV. Its expectation value of S² is 6.029.

Calculated electronic energy, -360.4554, -1552.2954 a.u. (same order as the records).
Calculated energy relative to the best compared isomer or geometry (same formula, charge and spin), 561.9, 109.6 kJ/mol (same order as the records).